# 1
{"formula": "C2H5O2P", "method": "ωB97M-V/def2-TZVPD", "spin_multiplicity": 3, "s2": 2.008, "e_homo_ev": [-6.78, -10.12], "elements": ["C", "C", "O", "O", "P", "H", "H", "H", "H", "H"], "xyz": [[1.905, 1.063, 0.063], [-0.668, -1.076, 0.702], [-0.259, -0.465, -2.027], [1.661, 1.395, 1.155], [-1.120, -0.488, -0.821], [1.170, 1.359, -0.790], [2.935, 0.764, -0.232], [-1.215, -0.818, 1.640], [0.422, -0.971, 0.702], [-2.612, -0.482, -0.956]], "mulliken_spin": [0.01, 0.84, 0.30, 0.00, 0.74, -0.01, 0.00, 0.03, 0.04, 0.04]}



# 2
{"formula": "C6H37NO13", "method": "ωB97M-V/def2-TZVPD", "spin_multiplicity": 1, "e_homo_ev": -9.06, "elements": ["C", "C", "N", "C", "C", "C", "C", "O", "H", "H", "H", "H", "H", "H", "H", "H", "H", "H", "H", "H", "H", "H", "H", "O", "H", "H", "O", "H", "H", "O", "H", "H", "O", "H", "H", "O", "H", "H", "O", "H", "H", "O", "H", "H", "O", "H", "H", "O", "H", "H", "O", "H", "H", "O", "H", "H", "O"], "xyz": [[0.640, 1.589, -2.212], [1.810, 2.410, -1.707], [2.115, 2.232, -0.375], [3.114, 3.267, 0.112], [2.556, 0.735, 1.409], [1.468, 1.389, 0.637], [0.428, 2.169, 1.434], [2.316, 3.209, -2.492], [0.485, 1.649, -3.299], [-0.222, 2.103, -1.698], [0.630, 0.582, -1.784], [3.874, 2.783, 0.740], [2.485, 4.041, 0.617], [3.691, 3.724, -0.706], [3.453, 0.565, 0.839], [2.974, 1.496, 2.227], [2.248, -0.163, 1.977], [0.967, 0.601, 0.021], [-0.446, 2.583, 0.872], [-0.007, 1.582, 2.226], [0.927, 2.932, 2.073], [-4.763, 1.423, 0.558], [-4.455, -0.054, 1.000], [-4.708, 0.510, 0.265], [-2.292, -0.844, 1.206], [-2.201, -0.849, 2.779], [-2.217, -0.243, 1.987], [1.793, -2.696, -1.023], [1.411, -1.564, 0.155], [1.180, -2.310, -0.396], [2.250, -1.417, -4.433], [2.743, -0.759, -2.980], [2.198, -1.386, -3.483], [-1.144, -1.572, 4.403], [-1.871, -0.254, 5.163], [-1.339, -0.648, 4.480], [3.939, 1.199, -2.414], [4.504, -0.102, -1.782], [3.687, 0.346, -2.044], [-1.760, -3.223, 2.761], [-0.452, -4.039, 2.838], [-1.110, -3.649, 3.415], [-2.781, -2.755, -0.064], [-1.356, -2.963, 0.495], [-2.180, -2.408, 0.594], [-0.817, -3.483, -1.610], [-0.472, -4.802, -0.904], [-1.110, -4.075, -0.876], [-0.955, -2.246, -3.652], [0.437, -2.424, -3.575], [-0.340, -2.720, -3.054], [-4.028, 0.515, -2.799], [-4.081, 0.664, -1.243], [-3.551, 0.871, -2.041], [-3.011, 2.190, 1.046], [-3.235, 1.766, 2.442], [-3.420, 2.522, 1.875]], "lowdin_charge": [0.01, -0.54, -0.08, -0.01, -0.08, -0.42, -0.03, 0.01, 0.09, 0.10, 0.06, 0.07, 0.10, 0.08, 0.06, 0.12, 0.09, 0.12, 0.09, 0.06, 0.09, 0.04, 0.05, -0.05, 0.00, 0.02, -0.12, 0.04, 0.01, -0.04, 0.04, -0.01, -0.07, 0.01, 0.05, -0.04, 0.07, 0.08, -0.03, 0.06, 0.03, -0.07, 0.06, 0.05, -0.08, 0.00, 0.06, -0.09, 0.08, 0.03, -0.07, 0.02, -0.04, -0.10, 0.04, 0.02, -0.07]}



# 3
{"formula": "CHCl3O2P", "method": "ωB97M-V/def2-TZVPD", "charge": -1, "spin_multiplicity": 1, "e_homo_ev": [-3.79, -3.79], "elements": ["C", "O", "O", "P", "Cl", "Cl", "Cl", "H"], "xyz": [[2.803, -0.251, 0.095], [-0.965, 0.102, -1.034], [1.815, 2.342, -0.163], [1.645, 1.089, -0.859], [4.425, 0.484, -0.151], [2.858, -1.755, -0.805], [2.647, -0.627, 1.816], [-1.041, -0.616, -1.687]], "lowdin_charge": [-1.84, -0.59, -0.51, 0.79, 0.41, 0.44, 0.46, -0.16]}



# 4
{"formula": "C7H4NO4OsSe4", "method": "ωB97M-V/def2-TZVPD", "charge": 1, "spin_multiplicity": 5, "s2": 6.024, "e_homo_ev": [-11.45, -11.98], "elements": ["Os", "O", "C", "O", "C", "C", "C", "C", "C", "N", "C", "O", "O", "H", "H", "H", "H", "Se", "Se", "Se", "Se"], "xyz": [[0.858, -1.563, 0.417], [1.784, 2.514, 0.494], [1.299, 1.306, 0.484], [1.983, 0.304, 0.731], [-0.146, 1.181, 0.148], [-1.082, 2.173, -0.007], [-2.403, 1.786, -0.257], [-2.737, 0.441, -0.328], [-1.734, -0.497, -0.165], [-0.486, -0.107, 0.053], [-1.885, -2.011, -0.158], [-2.933, -2.526, -0.386], [-0.749, -2.670, 0.161], [2.730, 2.498, 0.732], [-0.794, 3.212, 0.081], [-3.170, 2.538, -0.378], [-3.750, 0.102, -0.500], [2.168, -1.502, -2.005], [4.297, -1.596, -1.355], [4.420, -2.393, 0.876], [2.331, -3.191, 1.360]], "mulliken_spin": [2.22, 0.01, -0.01, 0.03, 0.02, -0.01, 0.02, -0.01, 0.03, 0.02, 0.02, 0.04, 0.04, 0.00, 0.00, 0.00, 0.00, 0.59, 0.44, 0.20, 0.35]}